Molecular formula: CHF3N3
Method: DFT, wB97M-V/def2-TZVPD

Results
Highest occupied orbital energy (spin up / spin down): -0.6280 / -0.6557 hartree
Charge: +1

Last columns: bonded neighbours and bond lengths (Å).
Geometry (Å):
1 C 1.438 -0.493 -0.083  N2 1.228, N3 1.438, F5 1.239
2 N 0.734 -1.497 -0.023  C1 1.228, N3 1.470
3 N 0.189 -0.281 0.597  C1 1.438, N2 1.470, N4 1.320
4 N -0.976 0.262 0.292  N3 1.320, F6 1.270, H8 0.943
5 F 2.433 0.218 -0.283  C1 1.239
6 F -1.176 1.407 0.804  N4 1.270
7 F -0.949 0.732 -1.554  no bonds
8 H -1.694 -0.348 0.249  N4 0.943

=====

Molecular formula: CHF3N3
Method: DFT, wB97M-V/def2-TZVPD

Results
Highest occupied orbital energy (spin up / spin down): -0.6097 / -0.6100 hartree
Charge: +1

Last columns: bonded neighbours and bond lengths (Å).
Geometry (Å):
1 C -0.875 -0.437 -2.588  N2 1.258, N3 1.442, F5 1.267
2 N -1.426 0.609 -2.161  C1 1.258, N3 1.491
3 N -0.879 -0.340 -1.149  C1 1.442, N2 1.491, N4 1.356
4 N 0.128 -0.356 -0.241  N3 1.356, F6 1.303, H8 1.049
5 F -0.578 -1.326 -3.440  C1 1.267
6 F 0.534 -1.554 0.072  N4 1.303
7 F 2.285 0.194 -0.594  no bonds
8 H 0.061 0.228 0.627  N4 1.049

=====

Molecular formula: CHF3NO2S
Method: DFT, wB97M-V/def2-TZVPD

Results
Highest occupied orbital energy: -0.1693 hartree
Charge: -1

Last columns: bonded neighbours and bond lengths (Å).
Geometry (Å):
1 C -1.466 0.475 0.060  F5 1.374, F6 1.340, F7 1.357, H9 1.061
2 N 1.917 0.722 0.621  S8 1.466
3 O 3.197 -1.172 -0.679  S8 1.484
4 O 0.767 -1.344 -0.395  S8 1.484
5 F -2.169 1.432 -0.630  C1 1.374
6 F -2.288 -0.583 0.095  C1 1.340
7 F -1.384 0.949 1.329  C1 1.357
8 S 1.991 -0.580 -0.048  N2 1.466, O3 1.484, O4 1.484
9 H -0.564 0.101 -0.354  C1 1.061

=====

The calculation returns the following max |F| values, one per record and in order: 6.14, 3.03, 2.52 eV/A.
The calculation returns the following DFT total energy values, one per record and in order: -501.88918, -501.83543, -941.74690 Ha.